Entry 1:
This record from the OMol25 dataset describes the molecule C14H8BrFN2O2 at a distorted geometry. The level of theory is ωB97M-V with the def2-TZVPD basis set.

```
28
C14H8BrFN2O2 ωB97M-V with the def2-TZVPD basis set
O 2.77 -0.29 -0.45
F 0.29 -5.63 1.91
Br -3.08 5.49 -1.25
N -2.81 1.39 -0.55
O -0.82 0.03 -0.35
C 1.58 -0.56 -0.22
C 0.48 0.32 -0.47
C 0.64 1.72 -0.64
C -3.30 2.64 -0.81
C -1.46 1.24 -0.48
C 0.39 -3.26 2.22
C 0.92 -4.36 0.06
C -1.12 3.72 -0.66
C 0.89 -2.04 1.80
C 1.28 -3.06 -0.36
C 0.47 -4.41 1.40
C -2.46 3.80 -0.80
C -0.61 2.34 -0.59
C 1.23 -1.88 0.45
N 1.76 2.52 -0.59
H -4.29 2.66 -1.10
H 0.21 -3.27 3.29
H 0.95 -5.32 -0.53
H -0.62 4.70 -0.84
H 1.03 -1.18 2.55
H 1.59 -3.00 -1.41
H 1.62 3.54 -0.46
H 2.48 2.12 -1.13
```

Calculated values
E_HOMO	-8.542	eV
SMILES	Nc1c(C(=O)c2ccc(F)cc2)oc2ncc(Br)cc12
energy above the lowest of the compared OMol25 structures with the same formula, charge and spin	39.7	kcal per mole

Entry 2:
This record from the OMol25 dataset describes a structure of composition C21H30BBr3Ca2Cl6F4N2O10S at a distorted geometry. The level of theory is ωB97M-V with the def2-TZVPD basis set.

```
80
C21H30BBr3Ca2Cl6F4N2O10S ωB97M-V with the def2-TZVPD basis set
C 2.92 -2.43 -1.56
N 2.91 -3.40 -2.65
C 4.27 -3.85 -3.04
C 2.13 -2.97 -3.71
O 1.73 -3.72 -4.58
C 1.67 -1.48 -3.88
S 0.48 -0.89 -2.69
C -0.45 -2.24 -1.92
C -0.86 -3.40 -2.86
C -0.18 -4.69 -2.37
F -0.12 -5.59 -3.40
H 3.20 -1.46 -1.95
H 1.91 -2.36 -1.15
H 3.51 -2.76 -0.70
H 4.40 -4.88 -2.73
H 5.01 -3.26 -2.49
H 4.42 -3.76 -4.11
H 2.53 -0.80 -3.90
H 1.21 -1.39 -4.88
H 1.23 -0.39 -1.67
H -1.36 -1.76 -1.56
H 0.04 -2.62 -1.02
H -1.93 -3.53 -2.75
H -0.56 -3.23 -3.89
H -0.74 -5.14 -1.55
H 0.83 -4.51 -2.01
Cl 4.38 0.41 -1.28
Ca 2.20 0.97 -0.56
C -0.20 5.12 -0.76
Cl -1.81 5.29 -0.08
Cl -0.15 5.78 -2.36
Cl 1.04 5.75 0.30
Cl 0.16 3.34 -0.61
C -1.85 4.79 3.40
C -3.29 5.01 3.55
C -3.85 4.68 4.96
O -5.01 4.90 5.23
C -2.93 4.11 5.92
C -1.57 3.89 5.72
C -1.03 4.31 4.36
O 0.27 4.22 4.09
O -0.72 3.39 6.51
O -4.00 5.42 2.67
H -1.37 5.00 2.44
H -3.37 3.83 6.87
Ca 0.72 6.06 4.49
Cl 3.11 -4.42 0.63
B -0.37 -1.38 -9.22
O -0.47 -1.26 -7.70
C 0.19 -0.22 -7.31
O 0.30 0.15 -6.16
C 0.81 0.48 -8.54
O 1.48 1.48 -8.50
O 0.47 -0.20 -9.61
F -1.63 -1.29 -9.78
F 0.25 -2.56 -9.56
F 2.00 7.44 2.36
C -0.49 -0.11 6.54
C -0.70 0.87 5.39
C -0.50 0.24 4.00
O 0.87 0.03 3.69
C 1.33 -1.33 3.82
N 0.31 1.99 5.53
H 0.55 -0.43 6.62
H -0.78 0.34 7.49
H -1.11 -1.00 6.39
H -1.69 1.32 5.47
H -0.89 0.95 3.26
H -1.08 -0.68 3.90
H 0.53 -2.04 3.61
H 1.72 -1.51 4.82
H 2.13 -1.49 3.11
H 0.42 2.31 6.49
H 0.08 2.80 4.94
H 1.21 1.63 5.18
C -4.88 -2.38 -0.46
Br -4.92 -4.08 -1.34
Br -3.23 -2.15 0.53
Br -5.15 -0.93 -1.69
H -5.68 -2.36 0.26
```

Calculated values
E_HOMO	-7.923	eV

Entry 3:
This record from the OMol25 dataset describes a cluster of 2 separate species, C4H13NO in total at a distorted geometry. The level of theory is ωB97M-V with the def2-TZVPD basis set.

```
19
C4H13NO ωB97M-V with the def2-TZVPD basis set
C 2.16 -0.67 0.70
C 1.06 -0.42 -0.42
C 0.39 0.93 -0.26
C -1.00 0.93 -0.99
N 1.78 -0.44 -1.74
H 3.09 -0.98 0.24
H 2.30 0.33 1.09
H 1.84 -1.51 1.31
H 0.42 -1.30 -0.42
H 0.36 1.28 0.76
H 0.97 1.61 -0.89
H -1.27 -0.07 -1.38
H -1.88 1.18 -0.40
H -1.03 1.60 -1.86
H 2.37 0.36 -1.87
H 1.18 -0.76 -2.48
H -3.82 -0.10 3.04
H -4.61 -1.31 3.12
O -4.31 -0.67 2.46
```

Calculated values
E_HOMO	-8.710	eV
SMILES	CC[C@H](C)N.O
energy above the lowest of the compared OMol25 structures with the same formula, charge and spin	25.0	kcal per mole

Entry 4:
This record from the OMol25 dataset describes a structure of composition C31H47NO3P2SY at a distorted geometry. The level of theory is ωB97M-V with the def2-TZVPD basis set.

```
86
C31H47NO3P2SY ωB97M-V with the def2-TZVPD basis set
Y 0.44 0.57 -0.15
C -0.09 0.57 2.35
C -0.70 -0.66 1.94
C 1.59 -0.86 1.66
C 1.33 0.42 2.23
C 0.34 -1.54 1.50
C -0.79 1.75 2.94
H -1.87 1.68 2.78
H -0.45 2.68 2.48
H -0.59 1.82 4.02
C 2.35 1.36 2.78
H 2.00 2.39 2.71
H 3.28 1.29 2.20
H 2.60 1.13 3.84
C 2.94 -1.45 1.43
H 3.45 -1.67 2.38
H 3.58 -0.77 0.85
H 2.86 -2.37 0.85
C 0.20 -2.99 1.20
H 0.49 -3.58 2.09
H 0.84 -3.30 0.37
H -0.84 -3.25 0.96
C -2.10 -1.07 2.18
H -2.20 -1.57 3.15
H -2.45 -1.77 1.41
H -2.78 -0.21 2.18
C -5.05 3.26 -4.01
C -5.82 3.11 -2.92
C -7.09 2.33 -2.85
C -7.21 1.10 -3.79
C -6.04 0.17 -3.75
C -4.93 0.23 -4.51
C -4.62 1.26 -5.55
C -5.28 2.65 -5.36
H -7.96 2.99 -3.06
H -7.48 1.42 -4.80
H -7.23 1.98 -1.82
H -6.33 2.61 -5.65
H -4.20 3.96 -3.98
H -5.59 3.70 -2.02
H -4.79 3.32 -6.09
H -3.53 1.40 -5.58
H -4.21 -0.60 -4.46
H -4.90 0.88 -6.55
H -8.07 0.52 -3.41
H -6.17 -0.67 -3.06
P -1.96 1.62 -1.21
P -0.50 -1.25 -2.09
C -2.19 0.92 -2.92
C -1.15 -0.10 -3.41
H -2.20 1.79 -3.59
H -3.19 0.48 -2.92
H -1.60 -0.77 -4.16
H -0.28 0.40 -3.86
C 0.64 -2.33 -3.00
H 1.03 -3.07 -2.29
H 1.49 -1.78 -3.43
H 0.08 -2.84 -3.81
C -1.88 -2.44 -1.93
H -2.18 -2.73 -2.95
H -2.73 -2.01 -1.39
H -1.53 -3.32 -1.38
C -1.63 3.36 -1.61
H -1.39 3.87 -0.67
H -2.52 3.83 -2.07
H -0.77 3.43 -2.28
C -3.64 1.76 -0.50
H -4.01 0.77 -0.20
H -4.33 2.22 -1.23
H -3.57 2.39 0.40
O 1.62 2.55 -0.22
C 2.54 2.04 -0.98
N 2.32 0.81 -1.48
S 3.59 0.19 -2.43
O 4.01 -1.05 -1.82
O 3.20 0.22 -3.81
C 4.60 1.57 -1.97
C 5.98 1.68 -2.12
C 6.64 2.77 -1.52
C 5.89 3.77 -0.87
C 4.51 3.66 -0.75
C 3.87 2.53 -1.28
H 6.53 0.93 -2.70
H 7.73 2.84 -1.55
H 6.42 4.63 -0.46
H 3.89 4.41 -0.25
```

Calculated values
E_HOMO	-10.591	eV
energy above the lowest of the compared OMol25 structures with the same formula, charge and spin	0.0	kcal per mole
charge	+1

Entry 5:
This record from the OMol25 dataset describes a cluster of 2 separate species, C2H3P in total at a distorted geometry. The level of theory is ωB97M-V with the def2-TZVPD basis set.

```
6
C2H3P ωB97M-V with the def2-TZVPD basis set
C -0.48 -1.50 1.57
C -0.02 -0.94 0.63
P 0.04 1.37 -1.67
H -1.11 -2.12 2.18
H 1.31 0.97 -2.07
H 0.26 2.22 -0.63
```

Calculated values
E_HOMO (spin up / spin down)	-9.565 / -9.568	eV
energy above the lowest of the compared OMol25 structures with the same formula, charge and spin	113.0	kcal per mole

Entry 6:
This record from the OMol25 dataset describes a structure of composition C39H47BrCrN7O8PS2 at a distorted geometry. The level of theory is ωB97M-V with the def2-TZVPD basis set.

```
106
C39H47BrCrN7O8PS2 ωB97M-V with the def2-TZVPD basis set
Cr -3.18 -0.61 -0.15
O -6.27 1.58 -1.06
S -5.28 0.94 -0.19
O -5.26 -0.59 -0.17
O -3.84 1.25 -0.57
C -5.54 1.56 1.42
C -6.58 2.50 1.59
C -6.83 2.99 2.90
C -5.94 2.58 3.91
C -4.88 1.71 3.73
C -4.68 1.19 2.45
P -3.37 0.03 2.25
C -3.94 -1.44 3.19
C -5.29 -1.47 3.77
C -5.70 -2.56 4.42
C -4.87 -3.67 4.60
C -3.63 -3.69 3.93
C -3.17 -2.59 3.21
C -1.92 0.78 2.90
C -0.97 0.05 3.68
C 0.05 0.67 4.32
C 0.20 2.06 4.18
C -0.70 2.80 3.45
C -1.79 2.18 2.86
H -7.20 2.75 0.68
H -7.59 3.71 2.98
H -6.01 3.01 4.94
H -4.25 1.39 4.50
H -5.93 -0.64 3.51
H -6.66 -2.51 4.93
H -5.12 -4.48 5.30
H -3.06 -4.60 4.04
H -2.16 -2.55 2.74
H -1.01 -1.05 3.66
H 0.78 0.18 4.91
H 1.03 2.52 4.64
H -0.72 3.87 3.31
H -2.56 2.66 2.31
Br -4.82 -3.70 -0.01
C -3.00 -3.68 0.22
C -2.31 -4.86 0.40
C -0.95 -4.84 0.66
C -0.30 -3.59 0.74
C -1.04 -2.48 0.46
N -2.34 -2.47 0.18
C -0.48 -1.03 0.41
O 0.72 -0.93 0.64
O -1.33 -0.09 0.09
H -2.93 -5.72 0.42
H -0.45 -5.78 0.84
H 0.73 -3.50 0.97
N 5.38 -0.32 -2.21
C 5.38 -1.11 -0.99
C 5.90 -2.59 -1.06
N 7.18 -2.51 -1.70
C 7.12 -1.89 -2.97
C 6.75 -0.42 -2.88
H 5.08 0.66 -2.03
H 4.69 -0.85 -2.83
H 4.35 -1.01 -0.66
H 5.93 -0.51 -0.26
H 5.05 -3.17 -1.50
H 5.92 -2.87 0.03
H 7.70 -3.33 -1.75
H 6.36 -2.29 -3.67
H 8.06 -1.96 -3.49
H 6.52 -0.17 -3.92
H 7.46 0.12 -2.28
C 1.07 2.25 -0.25
N 2.08 3.23 -0.68
C 1.70 4.62 -0.41
C 3.31 2.93 -1.31
N 3.88 1.84 -1.07
N 3.87 3.94 -2.07
C 5.28 3.80 -2.38
C 3.13 4.47 -3.22
H 0.13 2.56 -0.68
H 0.86 2.24 0.81
H 1.37 1.25 -0.61
H 2.58 5.23 -0.70
H 1.41 4.76 0.65
H 0.79 4.83 -0.96
H 3.39 1.33 -0.35
H 5.47 2.96 -3.08
H 5.84 3.70 -1.45
H 5.66 4.66 -2.97
H 2.10 4.42 -2.98
H 3.23 3.79 -4.09
H 3.47 5.52 -3.42
N -3.08 -0.76 -2.32
C -1.76 -0.90 -2.87
C -1.32 -2.14 -3.18
C 0.03 -2.33 -3.46
C 0.97 -1.26 -3.42
C 0.52 0.03 -3.17
C -0.87 0.12 -2.77
S 2.60 -1.75 -3.69
O 3.01 -2.13 -2.36
O 3.35 -0.56 -4.01
O 2.53 -2.73 -4.70
H -3.76 -1.47 -2.67
H -3.45 0.16 -2.46
H -2.02 -2.95 -3.21
H 0.33 -3.32 -3.82
H 1.10 0.97 -3.13
H -1.30 1.06 -2.46
```

Calculated values
E_HOMO (spin up / spin down)	-10.272 / -10.272	eV
spin multiplicity	4
energy above the lowest of the compared OMol25 structures with the same formula, charge and spin	0.0	kcal per mole
charge	+1

Entry 7:
This record from the OMol25 dataset describes a structure of composition C46H60N5ORbSSiTe at a distorted geometry. The level of theory is ωB97M-V with the def2-TZVPD basis set.

```
116
C46H60N5ORbSSiTe ωB97M-V with the def2-TZVPD basis set
Rb -0.36 0.67 0.65
C -0.65 0.11 -2.04
Si -1.65 -1.16 -2.65
C -1.09 -3.02 -2.60
N -0.81 -3.18 -1.12
C 0.63 -2.81 -0.63
C 1.16 -3.67 0.31
C 0.00 -4.39 1.35
C -1.02 -5.24 0.41
C -1.26 -4.49 -0.79
C -3.31 -1.14 -1.45
C -3.16 -1.32 -0.02
C -4.72 -0.08 1.09
C -5.62 0.39 0.09
C -5.67 -0.15 -1.27
C -4.67 -0.88 -1.93
C -2.32 -0.52 -4.20
C -2.26 -0.86 -5.49
C -3.10 -0.38 -6.52
C -4.18 0.39 -6.07
C -4.17 0.75 -4.84
C -3.19 0.64 -3.87
H -0.78 1.18 -1.72
H 0.30 0.21 -2.58
H -0.10 -3.07 -3.26
H -1.71 -3.62 -3.17
H 0.61 -1.73 -0.30
H 1.20 -2.42 -1.54
H 2.59 -3.44 0.13
H 1.41 -4.92 -0.10
H -0.86 -3.55 1.56
H 0.51 -5.08 1.97
H 0.46 -15.34 3.51
H -1.98 -5.40 1.44
H -2.45 -4.82 -1.39
H 0.65 -14.67 3.88
H -2.17 -1.26 0.40
H -4.82 0.67 1.90
H -6.02 1.37 0.23
H -6.30 0.69 -1.74
H -4.77 -1.13 -3.04
H -1.90 -1.74 -5.76
H -3.15 -0.66 -7.54
H -5.21 0.52 -6.59
H -5.04 1.25 -4.41
H -3.15 1.15 -2.88
C 7.78 2.22 2.55
C 6.89 1.18 1.64
O 7.13 0.09 1.17
N 5.52 1.55 1.67
C 4.79 0.88 0.73
C 4.03 -0.11 1.44
C 4.72 -1.21 1.50
C 4.17 -2.08 2.38
C 2.93 -1.97 3.02
C 2.25 -0.77 2.73
N 2.86 0.17 1.90
H 7.57 3.03 1.91
H 9.10 2.04 2.02
H 7.62 2.33 3.74
H 5.36 2.60 1.70
H 5.03 0.40 -0.22
H 4.20 1.73 0.15
H 5.78 -1.23 1.20
H 4.38 -3.09 2.51
H 2.81 -2.97 3.62
H 1.33 -0.59 3.06
C 2.43 4.46 -3.54
Te 2.83 3.06 -1.76
C 2.34 1.91 -3.88
C 1.22 2.46 -4.58
C 0.23 2.18 -5.55
C -0.98 2.99 -5.53
C -0.96 4.33 -5.18
C 0.14 4.69 -4.40
C 1.23 3.90 -4.21
H 3.02 4.84 -4.47
H 2.23 5.18 -3.01
H 2.75 0.93 -3.91
H 3.17 2.63 -4.16
H -0.34 1.09 -5.91
H -1.57 2.73 -6.51
H -1.88 4.97 -5.21
H 0.01 5.55 -3.77
C -2.84 -0.70 3.07
C -3.87 -1.67 2.54
C -3.44 -3.33 2.95
C -5.17 -1.42 3.10
C -4.17 -1.49 1.04
H -3.36 0.33 3.41
H -1.28 10.65 1.95
H -2.44 0.13 2.34
H -3.30 -3.61 4.13
H -2.55 -3.47 2.32
H -4.64 -3.44 2.75
H -5.41 -2.26 3.78
H -6.18 -1.06 3.14
H -5.07 -1.16 4.35
H -5.01 -2.36 0.70
C -0.51 2.98 3.37
C 0.93 2.84 3.19
C 1.64 2.18 4.05
C 2.99 2.35 4.16
N 3.60 3.17 3.41
C 2.95 3.90 2.34
S 3.68 4.69 1.18
N 1.46 3.89 2.36
C 3.53 2.16 5.73
H -1.22 3.67 2.90
H -0.91 2.80 4.44
H -0.86 2.00 3.25
H 0.93 2.04 4.93
H 1.15 4.82 2.65
H 4.04 1.12 5.42
H 2.91 1.61 6.69
H 4.41 2.70 6.10
```

Calculated values
E_HOMO (spin up / spin down)	-1.070 / -0.467	eV
energy above the lowest of the compared OMol25 structures with the same formula, charge and spin	923.5	kcal per mole
charge	-2